Molecular formula: C24H24BrN5O2S5SbSeZr
Method: DFT, ωB97M-V/def2-TZVPD

Geometry as XYZ:
```
64
Properties=species:S:1:pos:R:3:lowdin_charge:R:1
Zr -0.21 -0.02 0.31 1.057
S 3.15 -2.74 3.91 -0.420
Sb 2.15 -0.93 2.95 0.134
S -1.40 -0.88 2.33 -0.058
S 0.01 -2.24 1.69 -0.217
S 1.21 0.37 4.64 -0.237
Br 2.62 -2.19 -0.77 0.821
C 1.94 -1.05 -2.09 -0.739
C 2.43 -1.14 -3.39 -0.091
C 1.92 -0.28 -4.34 -0.036
C 0.94 0.63 -3.98 0.000
C 0.51 0.65 -2.68 -0.194
N 1.01 -0.17 -1.74 -0.049
C -0.57 1.62 -2.21 -0.586
O -1.15 2.31 -3.02 0.078
O -0.71 1.57 -0.93 -0.282
H 3.18 -1.87 -3.63 0.102
H 2.28 -0.33 -5.36 0.112
H 0.49 1.32 -4.68 0.122
Se -3.41 0.91 0.28 0.660
C -3.89 1.88 1.83 -0.680
C -3.66 1.44 3.15 -0.150
C -4.02 2.23 4.22 -0.181
N -4.58 3.45 4.12 0.032
C -4.82 3.86 2.87 -0.190
C -4.50 3.14 1.73 -0.150
H -3.23 0.47 3.33 0.027
H -3.84 1.87 5.23 0.107
H -5.29 4.83 2.78 0.096
H -4.71 3.55 0.75 0.089
C -0.07 3.60 4.53 -0.011
N -0.94 3.47 3.32 -0.159
C -1.36 4.76 2.73 0.012
C -0.42 2.48 2.32 -0.179
C 0.91 2.69 1.68 -0.247
C 1.74 3.80 1.85 -0.058
C 3.00 3.84 1.26 -0.089
C 3.41 2.75 0.49 -0.093
C 2.57 1.67 0.33 -0.161
C 1.30 1.59 0.91 -0.286
H -0.69 3.97 5.34 0.101
H 0.74 4.30 4.31 0.085
H 0.35 2.61 4.74 -0.030
H -1.81 3.01 3.65 0.129
H -0.49 5.28 2.35 0.086
H -1.86 5.35 3.50 0.102
H -2.05 4.55 1.91 0.097
H -1.22 2.40 1.58 0.084
H -0.35 1.54 2.90 0.004
H 1.44 4.64 2.46 0.077
H 3.64 4.69 1.42 0.095
H 4.40 2.75 0.04 0.096
H 2.94 0.83 -0.25 0.063
S -1.34 -2.20 -1.22 0.584
C -2.33 -1.44 -2.38 -0.769
N -3.60 -1.11 -2.00 0.014
C -4.40 -0.29 -2.69 -0.100
C -4.01 0.14 -3.92 -0.027
C -2.75 -0.31 -4.34 -0.114
N -1.94 -1.05 -3.63 0.094
H -3.82 -1.31 -1.03 0.073
H -5.32 0.00 -2.20 0.122
H -4.61 0.81 -4.51 0.108
H -2.38 -0.03 -5.33 0.118
```

Values from the calculation:
- Kohn-Sham gap (eV) = 4.4971
- LUMO level (eV) = 1.2846
- electronic energy (eV) = -234210.609
- charge = -1